(1)
Below is a cluster of 2 separate species, C12H13N3O in total in a non-equilibrium geometry, with properties calculated with ωB97M-V with the def2-TZVPD basis set.

Results
HOMO energy   -0.272 Ha
ΔE to the lowest compared entry with this formula, charge and spin   406.61 kJ/mol
Frontier orbital gap   6.623 eV
Charge   0

Structure (XYZ):
```
29
Properties=species:S:1:pos:R:3:nbo_charge:R:1
N -1.461 -1.497 0.389 -0.576
C -0.984 -2.695 0.855 0.088
N -1.649 -3.112 1.974 -0.443
C -2.579 -2.139 2.239 -0.096
C -3.453 -2.252 3.413 0.407
O -3.429 -3.122 4.259 -0.537
C -2.447 -1.126 1.230 -0.092
H -0.167 -3.245 0.383 0.170
H -4.181 -1.407 3.447 0.085
H -3.038 -0.213 1.142 0.193
C 1.660 -0.792 -2.545 -0.421
N 0.677 -0.016 -1.771 -0.348
C 1.103 1.155 -1.033 0.102
C 1.272 1.047 0.353 -0.206
C 1.756 2.143 1.084 -0.190
C 1.988 3.366 0.453 -0.194
C 1.787 3.481 -0.924 -0.198
C 1.378 2.372 -1.684 -0.217
C -0.495 -0.606 -1.599 0.146
H 2.666 -0.414 -2.342 0.234
H 1.586 -1.854 -2.264 0.226
H 1.418 -0.721 -3.613 0.218
H 1.050 0.098 0.838 0.252
H 1.953 2.023 2.147 0.232
H 2.325 4.235 1.032 0.228
H 1.962 4.434 -1.426 0.226
H 1.251 2.441 -2.765 0.226
H -1.282 -0.072 -1.087 0.265
H -0.667 -1.511 -2.182 0.220
```

=====

(2)
Below is a cluster of 2 separate species, C12H13N4O8 in total in a non-equilibrium geometry, with properties calculated with ωB97M-V with the def2-TZVPD basis set.

Results
HOMO energy   -0.162 Ha
ΔE to the lowest compared entry with this formula, charge and spin   7.11 kJ/mol
Frontier orbital gap   5.970 eV
Charge   -1

Structure (XYZ):
```
37
Properties=species:S:1:pos:R:3:nbo_charge:R:1
O 2.899 1.827 1.968 -0.398
N 1.863 2.157 2.588 0.511
C 0.756 1.252 2.663 -0.134
C 0.822 -0.041 2.114 -0.073
C -0.385 -0.700 2.189 -0.048
N -0.702 -1.999 1.797 0.434
O -0.130 -2.790 1.084 -0.331
O -1.832 -2.384 2.545 -0.179
N -2.201 -1.360 3.445 -0.160
C -1.406 -0.307 3.119 0.305
N -1.409 0.883 3.718 -0.473
C -0.390 1.672 3.406 0.131
O 1.757 3.267 3.161 -0.439
H 1.642 -0.375 1.479 0.303
H -0.415 2.693 3.800 0.223
H 2.441 -0.990 3.489 0.233
C 2.283 -1.843 2.826 -0.614
C 1.564 -2.943 3.421 0.748
O 1.707 -4.146 3.297 -0.636
O 0.604 -2.413 4.260 -0.569
C -0.139 -3.417 4.986 -0.072
C -0.962 -2.673 5.988 -0.636
C 3.349 -2.116 1.876 0.746
O 3.608 -3.140 1.269 -0.632
O 4.079 -0.967 1.711 -0.537
C 5.119 -1.084 0.722 -0.067
C 5.801 0.255 0.631 -0.623
H -0.770 -3.977 4.283 0.185
H 0.559 -4.112 5.467 0.186
H -1.501 -3.381 6.621 0.196
H -0.309 -2.059 6.616 0.202
H -1.679 -2.019 5.474 0.238
H 5.833 -1.865 1.021 0.179
H 4.670 -1.356 -0.244 0.178
H 6.511 0.255 -0.201 0.196
H 5.072 1.057 0.484 0.225
H 6.354 0.469 1.551 0.203
```

=====

(3)
Below is a structure of composition C12H13N5NaO3S2 in a non-equilibrium geometry, with properties calculated with ωB97M-V with the def2-TZVPD basis set.

Results
HOMO energy   -0.389 Ha
Frontier orbital gap   8.102 eV
Charge   +1

Structure (XYZ):
```
36
Properties=species:S:1:pos:R:3:nbo_charge:R:1
Na 0.000 0.000 0.000 0.937
O -1.320 -0.221 -3.166 -0.584
C -0.776 -0.427 -4.230 0.679
O 1.253 1.031 -2.640 -0.607
C 1.180 1.054 -3.831 0.918
O 2.026 1.787 -4.621 -0.475
N 0.305 0.348 -4.681 -0.502
C 1.589 1.738 -5.985 -0.077
C 0.723 0.491 -6.069 -0.240
H 2.465 1.698 -6.626 0.216
H 1.020 2.642 -6.203 0.195
H 1.297 -0.377 -6.402 0.205
H -0.124 0.631 -6.734 0.228
C -1.190 -1.514 -5.154 -0.352
C -2.318 -2.183 -4.948 -0.242
H -0.550 -1.774 -5.987 0.218
H -2.959 -1.934 -4.113 0.216
H -2.622 -2.992 -5.597 0.215
N -3.708 0.300 -0.117 -0.815
C -3.064 -0.410 0.919 0.211
N -1.728 -0.547 1.011 -0.622
C -1.349 -1.263 2.106 0.094
C -2.405 -1.712 2.899 -0.475
S -3.847 -1.181 2.193 0.503
C 0.094 -1.493 2.370 0.201
C 0.624 -2.194 3.452 -0.500
S 2.309 -2.160 3.318 0.505
C 2.285 -1.261 1.896 0.205
N 1.024 -0.985 1.514 -0.646
N 3.427 -0.836 1.186 -0.815
H -4.734 0.380 -0.132 0.419
H -3.153 0.751 -0.859 0.424
H -2.324 -2.292 3.808 0.261
H 0.064 -2.672 4.244 0.261
H 4.369 -1.069 1.530 0.421
H 3.326 -0.280 0.325 0.419
```

=====

(4)
Below is the molecule C12H13N5OS in a non-equilibrium geometry, with properties calculated with ωB97M-V with the def2-TZVPD basis set.

Results
HOMO energy   -0.326 Ha
ΔE to the lowest compared entry with this formula, charge and spin   97.67 kJ/mol
Frontier orbital gap   9.339 eV
Charge   0
SMILES string   CC1=N[C@H]2N=C(N)NC(=O)[C@H]2[C@H]1Sc1ccncc1

Structure (XYZ):
```
32
Properties=species:S:1:pos:R:3:nbo_charge:R:1
C -1.889 0.897 -2.622 -0.671
C -0.904 -0.074 -2.048 0.306
N -0.380 -0.988 -2.831 -0.385
C 0.616 -1.700 -1.977 0.046
N 2.001 -1.160 -2.111 -0.535
C 2.754 -1.318 -1.100 0.560
N 3.931 -0.684 -1.215 -0.799
N 2.571 -2.143 -0.052 -0.625
C 1.256 -2.064 0.312 0.688
O 1.010 -2.529 1.420 -0.588
C 0.064 -1.675 -0.573 -0.333
C -0.780 -0.369 -0.595 -0.421
S 0.179 0.944 0.051 0.277
C -0.769 1.442 1.450 -0.180
C -1.962 1.957 1.425 -0.259
C -2.597 2.416 2.582 0.050
N -2.086 2.196 3.779 -0.404
C -0.894 1.587 3.839 0.043
C -0.191 1.236 2.624 -0.234
H -2.726 0.253 -2.936 0.243
H -1.509 1.363 -3.524 0.249
H -2.289 1.639 -1.960 0.217
H 0.775 -2.734 -2.247 0.191
H 4.534 -0.380 -0.426 0.383
H 3.771 0.034 -1.838 0.401
H 3.300 -2.291 0.572 0.422
H -0.688 -2.516 -0.357 0.263
H -1.733 -0.446 -0.150 0.255
H -2.298 2.037 0.366 0.216
H -3.460 2.897 2.541 0.187
H -0.430 1.443 4.819 0.202
H 0.820 0.731 2.784 0.232
```